# 1
{
  "formula": "C3H6FN",
  "method": "the ωB97M-V functional and the def2-TZVPD basis",
  "fmax_ev_per_a": 4.0,
  "smiles": "N[C@@H]1C[C@@H]1F",
  "lumo_ha": 0.043,
  "gap_ev": 9.854,
  "relative_energy_ev": 0.591,
  "species": ["C", "H", "H", "H", "F", "C", "H", "H", "C", "N", "H"],
  "xyz": [[0.445519, -0.092860, -0.464478], [0.816400, -1.345398, 1.453127], [1.237727, 1.119758, 1.239433], [-0.673680, -0.289692, -2.230731], [-0.744571, 1.501923, 0.773380], [0.120570, -0.771996, 0.841399], [-1.510716, 0.459908, -1.057149], [1.435392, -0.320114, -0.876958], [0.324700, 0.653255, 0.752863], [-0.578908, 0.246742, -1.390020], [-0.872433, -1.161524, 0.959133]],
  "atomic_forces_ev_per_a": [[0.49, -1.00, -1.42], [0.21, 0.14, -0.49], [-1.32, -0.56, -0.57], [0.36, -0.50, -0.03], [-0.33, 0.28, 0.54], [-0.58, -1.85, 0.99], [0.50, 0.00, 0.46], [-0.51, 0.44, -0.11], [2.09, 2.82, 1.87], [-0.42, 0.09, -1.16], [-0.49, 0.14, -0.08]],
  "nbo_charge": [-0.080, 0.224, 0.174, 0.369, -0.348, -0.500, 0.383, 0.211, 0.182, -0.842, 0.227]
}

---

# 2
{
  "formula": "C3H6FN2O",
  "method": "the ωB97M-V functional and the def2-TZVPD basis",
  "fmax_ev_per_a": 5.2,
  "smiles": "ON1CC[NH+]=C1F",
  "lumo_ha": -0.159,
  "gap_ev": 10.664,
  "total_charge": 1,
  "relative_energy_ev": 1.732,
  "species": ["H", "H", "H", "F", "H", "C", "C", "N", "H", "N", "H", "C", "O"],
  "xyz": [[-2.023770, 0.577215, 0.272021], [0.652349, 1.477212, 0.794984], [-1.186030, 1.831685, -0.655708], [0.924795, -1.899308, -1.469059], [-1.232191, -0.438036, -2.019818], [0.303855, -0.816361, -0.726542], [-0.048514, 0.674117, 0.964857], [-0.753611, -0.231351, -1.184806], [-0.174489, 0.728595, 2.002280], [0.644341, -0.539080, 0.512422], [2.088159, -1.521949, 0.720719], [-1.101256, 0.800529, -0.190124], [1.906362, -0.643268, 0.978774]],
  "atomic_forces_ev_per_a": [[-1.43, -0.36, -0.06], [0.61, 0.32, -0.08], [0.39, -1.34, 0.60], [-1.82, 3.93, 2.74], [-0.62, -0.37, -1.01], [1.44, -4.38, -2.49], [1.49, 0.69, -3.50], [1.28, 0.94, 1.67], [-1.46, -0.62, 1.38], [-0.80, 0.74, -0.19], [1.46, -2.08, 0.05], [-0.88, 1.78, 0.62], [0.35, 0.75, 0.27]],
  "nbo_charge": [0.237, 0.224, 0.255, -0.267, 0.467, 0.859, -0.232, -0.519, 0.264, -0.094, 0.492, -0.233, -0.453]
}

---

# 3
{
  "formula": "C3H6FN3",
  "method": "the ωB97M-V functional and the def2-TZVPD basis",
  "fmax_ev_per_a": 3.1,
  "smiles": "[H]/N=C(/NN)C(=C)F",
  "lumo_ha": 0.019,
  "gap_ev": 10.233,
  "relative_energy_ev": 1.532,
  "species": ["H", "H", "H", "H", "C", "F", "C", "H", "N", "H", "C", "N", "N"],
  "xyz": [[0.531428, -1.151609, -2.015981], [-2.310956, 0.440042, -0.022650], [-1.372511, -2.071483, -0.248870], [0.107550, -2.392923, 0.220015], [-1.624320, 0.758085, 0.804912], [0.506587, 1.320982, 1.532968], [-0.323821, 0.713684, 0.633523], [-2.041291, 1.241621, 1.709667], [1.623423, 0.504483, -0.797527], [1.931323, 1.339684, -0.245030], [0.450389, 0.078279, -0.497812], [-0.434776, -2.175718, -0.648234], [-0.105548, -0.985117, -1.245327]],
  "atomic_forces_ev_per_a": [[-0.08, 0.01, -0.01], [0.84, 0.04, 1.10], [0.10, -0.23, -0.53], [0.12, 0.36, -1.11], [-1.41, 0.32, -0.23], [-0.45, -0.47, -0.34], [0.73, -0.39, -0.32], [0.24, -0.32, -0.80], [-0.45, 0.31, 0.31], [-0.68, -1.01, -0.53], [1.17, 0.71, 0.49], [-1.13, -1.38, 2.59], [1.02, 2.05, -0.60]],
  "nbo_charge": [0.378, 0.234, 0.342, 0.331, -0.462, -0.336, 0.323, 0.229, -0.639, 0.359, 0.335, -0.629, -0.465]
}